No. 1
# C45H36N5O4S2TeTi

A structure of composition C45H36N5O4S2TeTi at a distorted geometry (ωB97M-V with the def2-TZVPD basis set, OMol25).

Computed properties:
- net charge = -1
- LUMO (eV) = 1.7
- ΔE to the lowest compared entry with this formula, charge and spin (kcal/mol) = 49.5
- orbital gap (eV) = 7.5

Geometry as XYZ:
```
94
Properties=species:S:1:pos:R:3:lowdin_charge:R:1
Ti 3.027 0.735 0.822 0.80
O 1.994 2.440 1.797 -0.16
C 2.582 3.663 1.315 -0.16
C 4.060 3.634 1.214 -0.21
C 4.760 4.851 1.065 0.00
C 6.119 4.791 1.006 -0.07
C 6.732 3.556 0.919 -0.06
C 5.995 2.410 0.982 -0.11
N 4.695 2.438 1.156 0.08
H 2.225 2.413 2.795 0.08
H 2.305 4.483 1.974 0.13
H 2.186 3.848 0.305 0.13
H 4.284 5.786 1.029 0.10
H 6.726 5.708 0.998 0.12
H 7.794 3.431 1.085 0.10
H 6.433 1.362 0.917 0.15
S 1.192 -0.753 0.669 0.71
C 1.043 -1.649 2.160 -0.64
C -0.326 -1.614 2.558 -0.07
C -0.777 -2.390 3.607 -0.16
C -2.210 -2.628 3.812 -0.17
N -3.315 -2.832 4.021 0.15
C 0.159 -3.160 4.365 -0.21
C 1.449 -2.962 4.078 -0.06
C 1.882 -2.369 2.905 -0.58
S 3.556 -2.585 2.574 1.05
C -0.145 -4.028 5.404 -0.19
N -0.425 -4.802 6.221 0.16
H -1.095 -1.052 1.923 0.13
H 2.175 -3.441 4.618 0.09
O 3.273 2.030 3.920 0.01
C 3.816 0.965 3.582 -0.48
N 3.351 0.042 2.815 -0.03
C 4.285 -0.868 2.318 -0.72
O 4.380 -0.566 0.934 -0.29
C 5.589 -0.459 3.137 -0.08
C 6.884 -1.032 3.085 0.00
C 7.890 -0.386 3.818 -0.07
C 7.456 0.611 4.687 -0.10
C 6.214 1.190 4.707 -0.02
C 5.253 0.655 3.884 -0.09
H 7.160 -1.898 2.556 0.10
H 8.813 -0.848 3.765 0.07
H 8.200 1.066 5.411 0.12
H 5.999 2.016 5.290 0.09
C -8.104 -2.018 1.130 -0.05
C -7.349 -1.715 -0.107 -0.24
C -7.014 -2.640 -1.117 0.00
C -6.368 -2.254 -2.278 -0.36
C -6.172 -3.285 -3.351 -0.08
C -6.064 -0.931 -2.506 -0.45
Te -5.098 -0.275 -4.330 1.36
N 2.795 1.520 -0.763 -0.06
C 2.680 2.251 -1.877 -0.58
O 3.528 2.963 -2.369 0.03
C 1.260 2.146 -2.445 -0.15
C 0.190 1.938 -1.673 -0.08
C -1.092 1.689 -2.167 -0.07
C -1.321 1.663 -3.529 -0.10
C -0.233 1.996 -4.336 -0.11
C 1.027 2.223 -3.852 -0.02
C -3.310 -1.316 -3.666 -0.42
C -3.123 -2.021 -2.421 -0.10
C -1.981 -2.741 -2.170 -0.07
C -0.887 -2.675 -3.068 -0.06
C -1.061 -1.971 -4.225 -0.04
C -2.263 -1.276 -4.576 -0.33
C -2.372 -0.465 -5.841 -0.13
C -6.305 0.005 -1.490 -0.28
C -6.094 1.536 -1.567 -0.07
C -6.973 -0.381 -0.320 -0.02
H -7.783 -2.881 1.646 0.07
H -9.206 -2.128 0.917 0.10
H -8.072 -1.224 1.817 0.05
H -7.361 -3.625 -1.023 0.10
H -6.649 -4.210 -3.071 0.07
H -5.079 -3.458 -3.529 0.09
H -6.696 -2.918 -4.244 0.06
H 0.217 1.989 -0.550 0.11
H -1.944 1.547 -1.503 0.10
H -2.386 1.619 -3.882 0.09
H -0.343 1.992 -5.401 0.09
H 1.858 2.445 -4.506 0.11
H -3.999 -2.004 -1.754 0.10
H -1.777 -3.179 -1.223 0.09
H 0.049 -3.097 -2.858 0.09
H -0.274 -1.848 -4.949 0.11
H -2.712 -1.020 -6.687 0.07
H -1.465 -0.126 -6.165 0.04
H -3.034 0.410 -5.861 0.02
H -5.121 1.762 -2.007 0.04
H -6.196 1.984 -0.558 0.08
H -6.782 1.884 -2.333 0.07
H -7.185 0.318 0.432 0.09
```


No. 2
# C30H41FN9O3

A cluster of 6 separate species, C30H41FN9O3 in total at a distorted geometry (ωB97M-V with the def2-TZVPD basis set, OMol25).

Computed properties:
- net charge = +1
- LUMO (eV) = -4.6
- orbital gap (eV) = 4.8

Geometry as XYZ:
```
84
Properties=species:S:1:pos:R:3:lowdin_charge:R:1
C -1.105 1.120 -2.478 0.15
C -1.825 1.111 -1.521 -0.13
C -2.815 1.042 -0.426 -0.17
N -3.523 -0.261 -0.571 0.07
C -3.840 -0.873 0.652 -0.31
N -5.132 -0.658 1.159 0.17
N -3.011 -1.625 1.286 0.13
C -3.405 -2.279 2.556 -0.09
C -2.210 -2.778 3.406 -0.13
C -2.520 -2.423 4.890 -0.16
C -2.113 -0.988 5.219 -0.24
O -2.662 -0.028 4.306 -0.08
C -1.687 -1.866 0.695 -0.39
O -1.451 -2.969 0.345 0.25
N -0.737 -0.808 0.613 0.18
C 0.392 -1.009 1.456 -0.51
O 1.199 -1.857 1.357 0.21
F 0.526 -0.097 2.411 0.16
H -0.620 0.868 -3.403 0.04
H -3.480 1.908 -0.522 0.13
H -2.318 1.118 0.546 0.12
H -3.052 -0.900 -1.203 0.13
H -5.779 -0.968 0.437 0.13
H -5.234 0.341 1.331 0.13
H -4.017 -3.149 2.285 0.15
H -4.037 -1.656 3.180 0.11
H -1.254 -2.290 3.183 0.10
H -2.142 -3.867 3.378 0.12
H -3.601 -2.498 5.077 0.12
H -2.031 -3.103 5.593 0.12
H -2.459 -0.727 6.227 0.13
H -1.021 -0.860 5.218 0.11
H -3.096 0.676 4.789 0.09
H -0.456 -0.633 -0.351 0.14
N 1.308 -0.167 7.429 -0.01
C 1.084 -1.248 8.241 -0.15
C 0.930 -0.787 9.521 -0.11
C 1.061 0.627 9.481 -0.11
C 1.290 0.980 8.178 -0.14
H 1.461 -0.208 6.439 0.13
H 1.056 -2.246 7.838 0.10
H 0.744 -1.396 10.390 0.09
H 0.994 1.306 10.314 0.09
H 1.443 1.943 7.721 0.11
N 4.117 -1.618 0.363 0.01
C 5.325 -1.631 -0.278 -0.12
C 5.674 -0.334 -0.544 -0.11
C 4.639 0.496 -0.038 -0.11
C 3.694 -0.326 0.517 -0.14
H 3.618 -2.431 0.674 0.13
H 5.829 -2.559 -0.489 0.11
H 6.575 -0.016 -1.044 0.09
H 4.594 1.573 -0.077 0.09
H 2.766 -0.104 1.006 0.07
N -4.161 0.925 -4.383 -0.01
C -4.682 2.163 -4.657 -0.14
C -5.790 1.987 -5.441 -0.10
C -5.950 0.591 -5.645 -0.10
C -4.933 -0.038 -4.980 -0.15
H -3.341 0.753 -3.831 0.09
H -4.218 3.056 -4.273 0.11
H -6.419 2.773 -5.825 0.10
H -6.724 0.105 -6.216 0.10
H -4.690 -1.083 -4.880 0.10
N 6.050 2.336 -2.650 0.00
C 7.258 2.323 -3.292 -0.14
C 7.608 3.619 -3.560 -0.11
C 6.573 4.450 -3.056 -0.11
C 5.628 3.629 -2.499 -0.15
H 5.550 1.523 -2.338 0.10
H 7.762 1.394 -3.503 0.11
H 8.507 3.938 -4.061 0.09
H 6.528 5.525 -3.097 0.09
H 4.694 3.853 -2.010 0.10
N 0.088 -1.157 -6.296 0.00
C 1.311 -1.241 -6.903 -0.13
C 1.730 0.031 -7.188 -0.10
C 0.722 0.921 -6.732 -0.10
C -0.276 0.160 -6.185 -0.17
H -0.457 -1.939 -5.982 0.14
H 1.776 -2.196 -7.079 0.11
H 2.656 0.296 -7.670 0.10
H 0.730 1.997 -6.800 0.09
H -1.214 0.439 -5.730 0.09
```


No. 3
# C3H8N2O

A structure of composition C3H8N2O at a distorted geometry (ωB97M-V with the def2-TZVPD basis set, OMol25).

Computed properties:
- net charge = 0
- LUMO (eV) = 0.7
- ΔE to the lowest compared entry with this formula, charge and spin (kcal/mol) = 91.1
- orbital gap (eV) = 8.0

Geometry as XYZ:
```
14
Properties=species:S:1:pos:R:3:lowdin_charge:R:1
C -1.549 -0.855 0.092 -0.05
C 0.772 -0.065 0.042 -0.46
N 1.883 0.032 -0.731 0.13
N 0.707 0.701 1.157 0.15
C -0.189 -1.021 -0.261 -0.16
O -1.762 0.861 -0.389 -0.31
H -1.448 1.777 -0.437 0.00
H 1.737 -0.204 -1.704 0.11
H 1.480 1.319 1.366 0.11
H -0.059 0.504 1.787 0.11
H 2.433 0.872 -0.612 0.10
H -2.252 -1.535 -0.383 0.10
H -1.786 -0.663 1.132 0.08
H 0.033 -1.723 -1.059 0.09
```


No. 4
# C15H37FNO9S3

A cluster of 4 separate species, C15H37FNO9S3 in total at a distorted geometry (ωB97M-V with the def2-TZVPD basis set, OMol25).

Computed properties:
- net charge = +1
- LUMO (eV) = -2.6
- orbital gap (eV) = 10.1

Geometry as XYZ:
```
66
Properties=species:S:1:pos:R:3:lowdin_charge:R:1
C -1.951 -3.235 -1.473 0.04
N -1.028 -2.473 -0.596 -0.12
C 0.075 -3.271 0.004 -0.10
C 0.482 -2.522 1.266 -0.13
C 0.792 -1.029 1.025 -0.09
C 0.026 -0.351 -0.101 -0.29
F -1.127 0.228 0.429 -0.01
C -0.408 -1.266 -1.216 -0.06
H -2.570 -3.866 -0.850 0.11
H -2.610 -2.544 -1.978 0.11
H -1.402 -3.847 -2.173 0.11
H -1.578 -2.121 0.193 0.18
H -0.253 -4.265 0.274 0.14
H 0.912 -3.313 -0.676 0.14
H -0.344 -2.633 1.966 0.12
H 1.320 -3.021 1.732 0.13
H 1.858 -0.925 0.863 0.13
H 0.553 -0.520 1.943 0.10
H 0.632 0.428 -0.550 0.15
H -1.101 -0.764 -1.875 0.15
H 0.469 -1.537 -1.783 0.12
O 0.951 -1.305 -3.977 -0.30
S 0.644 -2.001 -5.201 0.56
O 1.112 -3.337 -5.380 -0.26
O 1.074 -1.095 -6.418 -0.25
C 2.439 -0.604 -6.464 -0.23
C 3.434 -1.675 -6.860 -0.07
C -1.092 -1.952 -5.499 -0.11
H 2.693 -0.151 -5.505 0.11
H 2.421 0.189 -7.207 0.13
H 3.512 -2.453 -6.102 0.07
H 4.420 -1.230 -6.991 0.09
H 3.135 -2.150 -7.793 0.09
H -1.447 -0.932 -5.377 0.08
H -1.562 -2.614 -4.774 0.06
H -1.279 -2.315 -6.506 0.08
O 0.131 -2.248 5.805 -0.29
S -0.466 -1.226 6.613 0.58
O -1.813 -1.368 7.065 -0.26
O -0.319 0.159 5.828 -0.25
C -0.802 0.180 4.479 -0.27
C -2.316 0.236 4.389 -0.06
C 0.577 -0.838 7.975 -0.11
H -0.404 -0.685 3.941 0.09
H -0.375 1.075 4.028 0.10
H -2.773 -0.673 4.778 0.07
H -2.623 0.357 3.348 0.07
H -2.701 1.072 4.970 0.09
H 1.593 -0.704 7.616 0.08
H 0.521 -1.680 8.661 0.08
H 0.203 0.063 8.453 0.08
O 1.373 5.561 -0.853 -0.27
S 0.212 5.856 -0.071 0.58
O 0.346 6.424 1.232 -0.27
O -0.664 4.520 0.032 -0.26
C 0.002 3.343 0.512 -0.27
C 0.243 3.372 2.010 -0.06
C -0.928 6.810 -1.012 -0.12
H 0.939 3.203 -0.036 0.11
H -0.653 2.513 0.266 0.10
H 0.946 4.155 2.287 0.08
H 0.655 2.416 2.340 0.06
H -0.689 3.563 2.543 0.09
H -1.048 6.355 -1.990 0.08
H -0.500 7.806 -1.103 0.08
H -1.872 6.854 -0.476 0.08
```


No. 5
# C10H11N2OS

The ion C10H11N2OS with charge +1 at a distorted geometry (ωB97M-V with the def2-TZVPD basis set, OMol25).

Computed properties:
- net charge = +1
- LUMO (eV) = -4.4
- ΔE to the lowest compared entry with this formula, charge and spin (kcal/mol) = 61.5
- orbital gap (eV) = 6.9

Geometry as XYZ:
```
25
Properties=species:S:1:pos:R:3:lowdin_charge:R:1
C 0.920 1.823 0.700 -0.06
C -0.394 1.497 0.850 -0.04
C 1.747 1.087 -0.175 -0.16
C -3.284 -0.605 -0.366 -0.02
C -2.645 -1.800 -0.456 -0.04
C -1.202 0.456 0.300 -0.07
C -0.490 -0.815 0.007 -0.40
C -2.578 0.596 -0.069 -0.25
C 3.002 0.908 -0.074 -0.28
C 4.306 -1.348 0.086 -0.36
N -1.273 -1.872 -0.287 0.10
N -3.186 1.780 -0.205 0.19
O 0.731 -1.092 0.180 -0.02
S 4.487 0.293 -0.180 1.11
H 1.406 2.545 1.332 0.12
H -1.036 2.148 1.414 0.12
H 1.329 0.979 -1.159 0.17
H -4.336 -0.373 -0.566 0.12
H -3.152 -2.785 -0.655 0.15
H 4.544 -1.896 -0.820 0.08
H 3.308 -1.536 0.362 0.04
H 5.076 -1.563 0.804 0.06
H -0.690 -2.813 -0.296 0.23
H -4.099 1.942 -0.608 0.14
H -2.492 2.442 -0.119 0.08
```


No. 6
# C18H35AsN2PtSe4Si3

A structure of composition C18H35AsN2PtSe4Si3 at a distorted geometry (ωB97M-V with the def2-TZVPD basis set, OMol25).

Computed properties:
- net charge = 0
- multiplicity = 3
- expectation value of S² = 2.0166
- LUMO (alpha / beta) (eV) = -0.4 / -2.3
- ΔE to the lowest compared entry with this formula, charge and spin (kcal/mol) = 26.3
- orbital gap (alpha / beta) (eV) = 6.7 / 5.5

Geometry as XYZ:
```
64
Properties=species:S:1:pos:R:3:lowdin_charge:R:1
Pt 11.674 10.819 8.631 0.08
N 14.586 10.673 10.896 0.11
C 15.027 9.520 10.203 -0.24
C 15.643 9.572 8.967 -0.04
C 15.927 8.387 8.256 -0.09
C 15.733 7.151 8.781 -0.06
C 15.216 7.008 10.076 -0.16
C 14.912 5.771 10.727 0.01
C 14.182 5.778 11.893 -0.08
C 13.808 6.989 12.439 -0.15
N 14.061 8.188 11.877 0.11
C 14.828 8.181 10.761 -0.17
H 14.232 11.381 10.296 -0.01
H 13.835 10.485 11.559 0.06
H 15.783 10.591 8.545 0.11
H 16.271 8.410 7.248 0.10
H 15.868 6.297 8.219 0.09
H 15.322 4.880 10.248 0.12
H 14.115 4.942 12.544 0.09
H 13.288 6.958 13.397 0.10
Se 13.117 12.588 7.927 0.11
Se 12.271 14.156 9.444 0.03
Se 10.733 12.918 10.460 0.08
Se 9.341 9.826 8.592 0.17
C 7.765 7.171 9.910 -0.25
Si 9.613 6.707 9.817 0.24
C 10.211 5.674 11.209 -0.22
C 9.813 6.043 8.134 -0.23
As 10.765 8.825 10.196 0.55
Si 9.708 9.503 12.339 0.24
C 8.340 10.636 12.048 -0.25
C 9.118 8.098 13.394 -0.21
C 10.959 10.345 13.411 -0.23
Si 12.122 9.825 6.687 0.16
C 13.658 10.379 5.744 -0.29
C 12.204 7.932 6.757 -0.21
C 10.757 10.287 5.413 -0.24
H 7.394 7.708 9.020 0.01
H 7.459 7.813 10.772 0.02
H 7.173 6.250 9.927 0.03
H 10.800 4.817 10.923 0.03
H 9.209 5.362 11.560 0.04
H 10.675 6.148 12.109 0.02
H 9.266 5.106 8.083 0.04
H 10.928 5.845 8.101 0.05
H 9.374 6.731 7.387 0.04
H 7.504 10.412 12.705 0.04
H 7.871 10.486 11.087 -0.01
H 8.639 11.697 12.123 0.01
H 8.773 8.556 14.365 0.07
H 9.934 7.498 13.692 0.00
H 8.315 7.518 12.984 0.02
H 11.168 11.415 13.073 0.02
H 11.951 9.917 13.547 0.02
H 10.481 10.363 14.382 0.03
H 14.560 9.896 6.185 0.01
H 13.697 11.485 5.723 -0.04
H 13.636 9.943 4.655 0.08
H 13.274 7.649 6.684 0.03
H 11.459 7.399 6.162 0.03
H 11.862 7.772 7.792 -0.06
H 10.697 11.397 5.301 0.04
H 9.830 9.916 5.786 -0.05
H 10.980 9.794 4.484 0.02
```


No. 7
# C5H3F5

An isolated molecule of C5H3F5 at a distorted geometry (ωB97M-V with the def2-TZVPD basis set, OMol25).

Computed properties:
- net charge = 0
- SMILES string = C=C1[C@H](F)C(F)(F)C1(F)F
- LUMO (eV) = 0.0
- ΔE to the lowest compared entry with this formula, charge and spin (kcal/mol) = 0.0
- orbital gap (eV) = 11.5

Geometry as XYZ:
```
13
Properties=species:S:1:pos:R:3:lowdin_charge:R:1
C -0.683 0.203 -0.046 -0.11
C -1.903 0.605 -0.213 0.14
C 0.054 -1.187 0.017 -0.14
C 0.601 0.904 0.286 -0.44
C 1.324 -0.387 -0.055 -0.36
F -0.264 -1.911 1.153 0.04
F 0.739 1.126 1.600 0.15
F 0.925 2.033 -0.386 0.14
F 2.455 -0.732 0.720 0.09
F 1.770 -0.399 -1.336 0.13
H -2.139 1.627 -0.282 0.08
H -2.604 -0.093 -0.550 0.07
H -0.275 -1.791 -0.908 0.19
```


No. 8
# C4H8N2

An isolated molecule of C4H8N2 at a distorted geometry (ωB97M-V with the def2-TZVPD basis set, OMol25).

Computed properties:
- net charge = 0
- SMILES string = C=NN1CCC1
- LUMO (eV) = 1.1
- ΔE to the lowest compared entry with this formula, charge and spin (kcal/mol) = 60.7
- orbital gap (eV) = 9.4

Geometry as XYZ:
```
14
Properties=species:S:1:pos:R:3:lowdin_charge:R:1
C 0.384 0.871 1.972 -0.08
C -1.015 -0.244 -1.085 -0.15
C 0.178 -1.029 -1.539 -0.16
C 0.871 -0.710 -0.212 -0.17
H 1.308 0.315 1.868 0.05
H 0.058 1.465 2.855 0.07
H -1.338 0.472 -1.835 0.10
H -1.896 -0.822 -0.617 0.14
H 0.568 -0.548 -2.404 0.10
H 0.052 -2.076 -1.752 0.10
H 1.917 -0.317 -0.300 0.12
H 0.803 -1.495 0.513 0.10
N -0.454 1.019 1.049 -0.01
N -0.114 0.365 -0.069 -0.21
```


Number 1: DFT total energy -114971.758 eV. Number 2: DFT total energy -54034.481 eV. Number 3: DFT total energy -8265.377 eV. Number 4: DFT total energy -71288.602 eV. Number 5: DFT total energy -26401.797 eV. Number 6: DFT total energy -371320.828 eV. Number 7: DFT total energy -18819.002 eV. Number 8: DFT total energy -7255.244 eV.